Computed, not measured: a cluster of 2 separate species, C3H3BrO in total at a distorted geometry, with ωB97M-V with the def2-TZVPD basis set.

```
8
Properties=species:S:1:pos:R:3:nbo_charge:R:1
C -0.11 0.13 0.42 -0.16
C 0.61 -0.69 -0.40 -0.47
C 1.38 -1.70 0.00 0.88
O 1.81 -2.75 0.30 -0.33
Br 3.57 0.30 -0.27 -0.69
H -0.75 0.78 0.01 0.21
H -0.03 0.09 1.49 0.22
H 0.77 -0.55 -1.54 0.33
```

Computed properties:
- net charge = 0
- E_tot (eV) = -75246.6314
- E_LUMO (alpha / beta) (eV) = -2.156 / -2.251
- HOMO (alpha / beta) (eV) = -8.5 / -8.4


Computed, not measured: a structure of composition C35H30N3O9Ru, with ωB97M-V with the def2-TZVPD basis set.

```
78
Properties=species:S:1:pos:R:3:mulliken_spin:R:1
Ru -0.02 -0.03 0.07 3.40
O -2.39 3.57 0.56 0.05
C -1.83 2.34 0.63 0.12
O -0.65 2.18 0.20 0.17
C -2.60 1.29 1.18 0.30
C -3.95 1.40 1.59 0.04
C -4.61 0.31 2.06 0.07
C -3.91 -0.93 2.15 0.18
C -2.60 -0.97 1.73 -0.02
N -1.94 0.08 1.25 0.29
C -1.73 -2.19 1.84 -0.03
O -2.31 -3.34 2.22 0.00
O -0.55 -2.16 1.62 0.02
H -1.78 4.11 0.04 0.00
H -4.44 2.36 1.51 0.01
H -5.64 0.37 2.37 0.01
H -4.43 -1.79 2.56 0.01
H -3.26 -3.22 2.31 0.00
C 2.83 -0.57 -1.55 0.00
C 2.28 0.10 -0.33 0.00
O 1.81 1.24 -0.33 0.09
H 3.67 0.04 -1.90 0.00
H 2.07 -0.59 -2.33 0.00
H 3.17 -1.58 -1.35 0.00
N 0.09 2.55 -2.78 0.00
C -0.70 3.65 -3.07 0.01
C -2.04 3.69 -2.66 -0.02
C -2.85 4.76 -2.98 0.00
C -2.35 5.83 -3.72 0.00
C -1.03 5.80 -4.14 0.00
C -0.21 4.73 -3.82 0.00
H -0.16 2.11 -1.91 0.02
H 1.08 2.73 -2.81 0.00
H -2.44 2.86 -2.08 0.01
H -3.88 4.77 -2.64 0.00
H -2.99 6.67 -3.97 0.00
H -0.63 6.62 -4.72 0.00
H 0.82 4.71 -4.15 0.00
O 1.15 0.21 2.10 0.06
C 2.34 -0.06 2.02 -0.03
O 2.91 -0.39 0.85 -0.01
C 3.25 -0.10 3.17 0.00
C 2.75 0.30 4.41 0.00
C 3.56 0.29 5.54 0.00
C 4.85 -0.14 5.38 0.00
O 5.82 -0.25 6.32 0.00
C 6.99 -0.74 5.65 0.00
O 6.65 -0.94 4.28 0.00
C 5.35 -0.55 4.15 0.00
C 4.58 -0.54 3.02 0.00
H 1.73 0.62 4.47 0.00
H 3.19 0.61 6.51 0.00
H 7.28 -1.69 6.09 0.00
H 7.78 0.01 5.72 0.00
H 4.97 -0.85 2.06 0.00
C -4.49 -1.12 -2.18 0.04
C -3.63 -0.06 -2.41 0.00
C -2.27 -0.19 -2.19 0.01
C -1.75 -1.39 -1.69 -0.06
C -2.61 -2.47 -1.48 0.01
C -3.97 -2.33 -1.72 0.00
N -0.39 -1.45 -1.31 0.16
C 0.28 -2.65 -1.58 -0.02
C 0.19 -3.23 -2.85 0.04
C 0.89 -4.39 -3.14 -0.02
C 1.69 -4.99 -2.18 0.03
C 1.78 -4.43 -0.92 -0.02
C 1.07 -3.27 -0.61 0.08
H -5.55 -1.02 -2.36 0.00
H -4.02 0.88 -2.79 -0.01
H -1.60 0.62 -2.43 0.00
H -2.22 -3.41 -1.10 0.00
H -4.63 -3.17 -1.55 0.00
H -0.42 -2.76 -3.60 0.00
H 0.82 -4.81 -4.14 0.00
H 2.24 -5.90 -2.42 0.00
H 2.38 -4.90 -0.16 0.00
H 1.12 -2.86 0.39 0.00
```

Computed properties:
- net charge = 0
- E_tot (eV) = -62260.5444
- E_LUMO (alpha / beta) (eV) = -0.062 / -0.494
- HOMO (alpha / beta) (eV) = -5.7 / -7.5
- spin multiplicity = 6


Computed, not measured: an isolated molecule of C7H10 at a distorted geometry, with ωB97M-V with the def2-TZVPD basis set.

```
17
Properties=species:S:1:pos:R:3:nbo_charge:R:1
C -1.96 -0.30 -0.07 -0.41
C -1.39 0.99 -0.61 -0.42
C -0.48 -0.09 -0.11 -0.06
C 0.56 -0.93 -0.87 -0.43
C 1.43 -0.98 0.42 -0.27
C 1.64 0.74 0.71 -0.40
C 0.44 -0.02 1.08 -0.25
H -2.39 -1.00 -0.78 0.21
H -2.45 -0.28 0.90 0.21
H -1.46 1.16 -1.68 0.22
H -1.50 1.88 0.00 0.21
H 0.18 -1.92 -1.17 0.22
H 1.06 -0.47 -1.72 0.20
H 2.47 -0.42 0.40 0.29
H 1.63 1.39 -0.15 0.22
H 2.29 1.05 1.54 0.23
H 0.14 -0.04 2.12 0.22
```

Computed properties:
- net charge = 0
- E_tot (eV) = -7416.1463
- E_LUMO (eV) = 1.076
- HOMO (eV) = -8.1
- SMILES = C1[C@@H]2CC3(CC3)[C@H]12


Computed, not measured: a structure of composition C26H18BrF3I2N3O3Pm at a distorted geometry, with ωB97M-V with the def2-TZVPD basis set.

```
57
Properties=species:S:1:pos:R:3:mulliken_spin:R:1
Pm -1.85 -0.52 -1.05 4.02
O -2.01 -2.38 -2.40 -0.01
C -1.06 -3.25 -2.18 0.00
C -1.37 -4.63 -2.26 0.00
C -0.40 -5.58 -2.00 0.00
C 0.76 -5.20 -1.32 0.00
C 1.05 -3.80 -1.20 0.00
C 0.25 -2.84 -1.77 0.01
C 0.76 -1.39 -1.99 -0.01
O 0.01 -0.66 -3.02 0.00
N 0.61 -0.69 -0.71 0.00
N 0.34 0.71 -0.72 -0.01
C 1.36 1.50 -0.44 0.00
C 1.35 2.90 -0.78 0.00
Br -0.06 3.72 -1.69 0.00
C 2.22 3.88 -0.38 0.00
C 3.60 3.87 -0.22 0.00
C 4.20 4.96 0.48 0.00
C 5.49 4.90 0.95 0.00
C 6.30 3.82 0.59 0.00
C 5.80 2.82 -0.25 0.00
C 4.46 2.80 -0.64 0.00
H -0.26 -1.35 -3.68 0.00
H -2.39 -4.91 -2.56 0.00
H -0.52 -6.57 -2.35 0.00
H 1.42 -5.96 -0.94 0.00
H 1.84 -3.49 -0.54 0.00
H 1.80 -1.45 -2.31 0.00
H 1.18 -1.10 0.08 0.00
H 2.27 1.00 -0.02 0.00
H 1.75 4.88 -0.29 0.00
H 3.59 5.88 0.63 0.00
H 6.03 5.69 1.49 0.00
H 7.37 3.78 0.88 0.00
H 6.45 2.05 -0.68 0.00
H 4.00 2.00 -1.27 0.00
I -6.00 -3.54 0.69 0.00
C -4.80 -2.23 1.78 0.00
C -4.88 -2.25 3.13 0.00
C -4.09 -1.35 3.88 0.00
I -4.39 -1.81 5.88 0.00
C -3.15 -0.51 3.28 0.00
C -2.22 0.22 4.01 0.00
C -1.38 1.13 3.33 0.00
C -1.51 1.28 1.94 0.00
N -2.27 0.45 1.17 0.00
C -3.15 -0.37 1.82 0.01
C -3.84 -1.35 1.09 0.00
O -3.61 -1.60 -0.19 -0.01
H -5.62 -2.85 3.69 0.00
H -2.17 0.10 5.09 0.00
H -0.57 1.64 3.91 0.00
H -0.96 1.98 1.37 0.00
F -2.88 1.27 -4.07 0.00
C -2.46 1.30 -2.77 0.00
F -2.78 2.58 -2.40 0.00
F -3.60 0.54 -2.09 0.00
```

Computed properties:
- net charge = 0
- E_tot (eV) = -148814.8652
- E_LUMO (alpha / beta) (eV) = -2.037 / -2.036
- HOMO (alpha / beta) (eV) = -7.4 / -7.4
- spin multiplicity = 5


Computed, not measured: a structure of composition C4H7IN2O at a distorted geometry, with ωB97M-V with the def2-TZVPD basis set.

```
15
Properties=species:S:1:pos:R:3:nbo_charge:R:1
C 1.51 0.30 0.03 -0.40
C 1.87 0.61 -1.16 0.64
C 1.42 -1.02 0.78 -0.62
C -2.06 0.55 0.27 -0.51
N -0.87 -0.88 -1.05 -0.32
N -0.98 -0.28 -0.02 -0.12
O 2.09 0.87 -2.29 -0.46
I 1.43 2.00 1.32 0.14
H 1.47 -1.79 -0.09 0.24
H 0.58 -1.09 1.39 0.24
H 2.25 -0.95 1.49 0.21
H -3.07 0.10 0.23 0.22
H -2.10 0.96 1.39 0.22
H -2.10 1.40 -0.50 0.22
H -1.45 -0.77 -1.81 0.29
```

Computed properties:
- net charge = 0
- E_tot (eV) = -17385.3891
- E_LUMO (eV) = -0.200
- HOMO (eV) = -8.4


Computed, not measured: a structure of composition C54H40Cl2KN8O2S3 at a distorted geometry, with ωB97M-V with the def2-TZVPD basis set.

```
110
Properties=species:S:1:pos:R:3:lowdin_charge:R:1
K 2.12 -1.47 -0.03 0.67
Cl 2.13 -8.04 3.67 0.60
C 2.47 -6.38 3.22 -0.69
C 1.99 -5.91 2.01 -0.05
C 2.23 -4.60 1.57 -0.20
N 1.80 -4.11 0.33 0.05
C 0.89 -4.75 -0.38 -0.52
O 0.18 -5.76 -0.13 -0.07
C 0.66 -4.17 -1.78 -0.18
C 0.25 -5.04 -2.79 -0.01
C 0.12 -4.57 -4.08 -0.08
C 0.36 -3.23 -4.34 -0.09
C 0.71 -2.42 -3.27 -0.16
N 0.85 -2.87 -2.02 0.07
C 3.00 -3.75 2.42 -0.21
C 3.45 -4.25 3.64 -0.06
C 3.21 -5.55 4.04 -0.69
Cl 3.83 -6.10 5.58 0.60
N 3.38 -2.46 2.02 0.04
C 3.39 -1.48 2.89 -0.53
O 3.00 -1.43 4.08 -0.07
C 3.95 -0.15 2.36 -0.18
C 4.38 0.79 3.29 -0.01
C 4.90 2.00 2.86 -0.08
C 4.95 2.25 1.49 -0.09
C 4.48 1.27 0.64 -0.15
N 4.02 0.10 1.05 0.06
H 1.40 -6.56 1.39 0.09
H 0.06 -6.07 -2.52 0.11
H -0.18 -5.24 -4.88 0.10
H 0.27 -2.81 -5.33 0.09
H 0.87 -1.35 -3.39 0.06
H 4.00 -3.60 4.30 0.10
H 4.29 0.54 4.34 0.11
H 5.26 2.73 3.57 0.10
H 5.34 3.18 1.10 0.09
H 4.47 1.43 -0.44 0.10
N 0.32 -0.25 1.03 -0.37
S -0.97 -0.08 1.66 0.72
N -1.97 1.16 1.13 -0.35
S -1.71 1.72 -0.29 0.86
N -0.37 2.30 -0.74 -0.38
S 0.89 1.76 -1.72 0.73
N 1.61 0.52 -1.64 -0.31
C 1.88 3.23 -1.43 -0.30
C 2.74 3.63 -2.45 -0.07
C 3.65 4.65 -2.22 -0.08
C 3.72 5.25 -0.97 -0.09
C 2.88 4.82 0.05 -0.08
C 1.96 3.81 -0.18 -0.07
C 0.16 2.11 -3.35 -0.30
C -0.80 3.08 -3.61 -0.07
C -1.29 3.22 -4.89 -0.08
C -0.84 2.39 -5.91 -0.08
C 0.12 1.43 -5.65 -0.07
C 0.62 1.28 -4.37 -0.08
C -2.80 3.13 -0.20 -0.31
C -4.13 2.93 0.16 -0.07
C -4.96 4.03 0.28 -0.07
C -4.46 5.31 0.06 -0.08
C -3.12 5.49 -0.27 -0.06
C -2.28 4.39 -0.41 -0.06
C -2.44 0.69 -1.56 -0.28
C -2.01 -0.64 -1.62 -0.05
C -2.66 -1.51 -2.48 -0.04
C -3.68 -1.04 -3.30 -0.06
C -4.05 0.29 -3.28 -0.07
C -3.44 1.17 -2.39 -0.07
C -1.01 0.27 3.41 -0.29
C -2.03 0.96 4.06 -0.08
C -1.93 1.15 5.42 -0.09
C -0.83 0.66 6.13 -0.08
C 0.18 -0.03 5.46 -0.05
C 0.09 -0.22 4.09 -0.04
C -2.07 -1.49 1.51 -0.31
C -3.46 -1.41 1.57 -0.08
C -4.21 -2.56 1.36 -0.09
C -3.57 -3.77 1.11 -0.07
C -2.19 -3.85 1.07 -0.03
C -1.43 -2.70 1.28 -0.04
H 2.69 3.15 -3.42 0.11
H 4.31 4.97 -3.02 0.10
H 4.44 6.04 -0.79 0.10
H 2.95 5.27 1.03 0.11
H 1.32 3.46 0.62 0.11
H -1.16 3.71 -2.82 0.09
H -2.05 3.97 -5.10 0.10
H -1.24 2.50 -6.91 0.10
H 0.48 0.78 -6.44 0.10
H 1.37 0.54 -4.12 0.09
H -4.50 1.93 0.35 0.12
H -6.00 3.89 0.55 0.11
H -5.11 6.17 0.17 0.10
H -2.73 6.49 -0.42 0.11
H -1.23 4.50 -0.64 0.10
H -1.18 -0.98 -1.01 0.09
H -2.37 -2.55 -2.50 0.12
H -4.18 -1.73 -3.97 0.11
H -4.82 0.66 -3.94 0.10
H -3.75 2.20 -2.35 0.11
H -2.86 1.35 3.50 0.09
H -2.71 1.69 5.95 0.10
H -0.77 0.81 7.20 0.10
H 1.04 -0.41 5.98 0.11
H 0.90 -0.74 3.58 0.09
H -3.94 -0.46 1.75 0.09
H -5.29 -2.50 1.39 0.10
H -4.17 -4.66 0.94 0.10
H -1.68 -4.78 0.85 0.10
H -0.35 -2.75 1.22 0.10
```

Computed properties:
- net charge = -1
- E_tot (eV) = -146534.5361
- E_LUMO (eV) = 1.547
- HOMO (eV) = -3.5


Computed, not measured: a structure of composition C46H28Cl4CoIN5O, with ωB97M-V with the def2-TZVPD basis set.

```
86
Properties=species:S:1:pos:R:3:mulliken_spin:R:1
Co 0.22 0.06 -0.30 1.08
Cl 4.36 -5.67 5.87 0.00
C 3.63 -4.64 4.68 0.00
C 3.69 -4.99 3.34 0.00
C 3.10 -4.17 2.39 0.00
C 2.44 -3.00 2.76 0.00
C 2.39 -2.68 4.12 0.00
C 2.98 -3.49 5.08 0.00
C 1.80 -2.11 1.75 0.00
C 2.33 -0.83 1.61 -0.02
C 3.58 -0.40 2.21 0.00
C 3.86 0.81 1.70 0.00
C 2.76 1.16 0.82 0.02
C 2.62 2.38 0.20 -0.02
C 3.73 3.38 0.33 0.00
C 4.49 3.73 -0.78 0.00
C 5.51 4.67 -0.69 0.00
C 5.76 5.27 0.53 0.00
Cl 7.03 6.46 0.66 0.00
C 5.01 4.95 1.65 0.00
C 4.00 4.01 1.54 0.00
C 1.46 2.76 -0.47 0.00
N 0.38 1.97 -0.69 -0.01
C -0.59 2.78 -1.18 0.01
C -1.85 2.37 -1.62 -0.02
C -2.83 3.42 -2.01 0.00
C -3.30 4.33 -1.06 0.00
C -4.20 5.33 -1.40 0.00
C -4.64 5.42 -2.70 0.00
Cl -5.78 6.66 -3.14 0.00
C -4.19 4.54 -3.67 0.00
C -3.28 3.55 -3.32 0.00
C -2.19 1.03 -1.76 0.00
C -3.40 0.55 -2.39 0.00
C -3.27 -0.79 -2.50 0.00
C -2.01 -1.14 -1.89 0.00
N -1.37 -0.03 -1.45 -0.02
C -1.63 -2.46 -1.63 -0.01
C -0.65 -2.78 -0.69 0.01
C -0.43 -4.11 -0.18 0.00
C 0.42 -4.00 0.85 0.00
C 0.80 -2.61 0.92 -0.01
N 0.13 -1.88 -0.02 0.01
C -2.39 -3.55 -2.30 0.00
C -2.29 -3.72 -3.68 0.00
C -3.02 -4.70 -4.34 0.00
C -3.86 -5.52 -3.61 0.00
Cl -4.78 -6.75 -4.42 0.00
C -3.98 -5.38 -2.23 0.00
C -3.25 -4.39 -1.59 0.00
C -0.10 4.14 -1.29 0.00
C 1.18 4.12 -0.87 0.00
N 1.86 0.13 0.77 -0.01
H 4.21 -5.89 3.04 0.00
H 3.17 -4.43 1.34 0.00
H 1.88 -1.77 4.43 0.00
H 2.93 -3.23 6.13 0.00
H 4.17 -0.98 2.90 0.00
H 4.72 1.42 1.89 0.00
H 4.29 3.25 -1.73 0.00
H 6.11 4.93 -1.55 0.00
H 5.22 5.44 2.59 0.00
H 3.40 3.76 2.41 0.00
H -2.95 4.24 -0.04 0.00
H -4.56 6.02 -0.65 0.00
H -4.53 4.64 -4.69 0.00
H -2.91 2.87 -4.08 0.00
H -4.24 1.16 -2.69 0.00
H -3.98 -1.48 -2.93 0.00
H -0.90 -5.01 -0.55 0.00
H 0.77 -4.78 1.50 0.00
H -1.63 -3.07 -4.24 0.00
H -2.93 -4.83 -5.41 0.00
H -4.64 -6.03 -1.68 0.00
H -3.35 -4.27 -0.52 0.00
H -0.67 4.97 -1.67 0.00
H 1.87 4.95 -0.81 0.00
N -2.87 -0.74 1.54 0.01
C -1.76 -0.22 2.10 0.02
O -1.05 0.57 1.50 -0.02
C -1.42 -0.61 3.52 0.00
I -1.69 -2.68 3.97 0.00
H -3.07 -0.49 0.58 0.00
H -3.40 -1.46 1.98 0.00
H -2.04 -0.07 4.22 0.00
H -0.37 -0.38 3.68 0.00
```

Computed properties:
- net charge = 0
- E_tot (eV) = -153476.0193
- E_LUMO (alpha / beta) (eV) = -1.089 / -1.073
- HOMO (alpha / beta) (eV) = -7.0 / -7.1
- spin multiplicity = 2